Entry 1:
Below is one molecule with the formula C9H21NSi at a distorted geometry, with properties calculated with the ωB97M-V functional and the def2-TZVPD basis.

Calculated values
- Net charge: 0
- Gap between HOMO and LUMO: 9.93 eV
- Spin multiplicity: 1
- Structure (SMILES): CC/C(=N/[Si](C)(C)C)C(C)C

Geometry as XYZ:
```
32
C9H21NSi the ωB97M-V functional and the def2-TZVPD basis
C -0.19591 2.05096 2.77680
C 0.69363 2.22023 1.64626
C 0.21400 1.22629 0.52781
N 0.49150 -0.04846 0.84358
Si 0.42032 -1.56664 -0.09080
C 1.94202 -1.55044 -1.24289
C 0.77916 -3.02320 1.09798
C -1.07402 -2.29888 -1.07020
C -0.55230 1.83551 -0.67037
C 0.11535 1.30036 -1.89461
C -1.98326 1.25405 -0.68114
H -0.38448 1.00663 3.05031
H 0.05734 2.72659 3.58824
H -1.30636 2.48049 2.61822
H 0.83119 3.27825 1.33197
H 1.73051 1.87454 1.70868
H 1.67678 -0.89892 -1.98868
H 2.91319 -1.14412 -0.75185
H 2.23348 -2.53350 -1.61282
H 1.22010 -2.76752 2.02794
H -0.02770 -3.74059 1.27007
H 1.43125 -3.88246 0.73851
H -1.95436 -1.56305 -1.04162
H -1.02035 -2.60409 -2.11430
H -1.39649 -3.23916 -0.62138
H -0.55144 2.93136 -0.73493
H -0.38890 1.71156 -2.73141
H 0.02641 0.21222 -2.05505
H 1.28096 1.54701 -1.86016
H -2.38728 0.99566 -1.75057
H -2.05569 0.30611 -0.20762
H -2.77866 1.90322 -0.10595
```

For reference, the Löwdin charges in units of e are: atom 1 (C): -0.144, atom 2 (C): -0.245, atom 3 (C): -0.276, atom 4 (N): 0.036, atom 5 (Si): 0.494, atom 6 (C): -0.188, atom 7 (C): -0.202, atom 8 (C): -0.181, atom 9 (C): -0.368, atom 10 (C): -0.110, atom 11 (C): -0.084, atom 12 (H): 0.074, atom 13 (H): 0.064, atom 14 (H): 0.122, atom 15 (H): 0.116, atom 16 (H): 0.109, atom 17 (H): -0.055, atom 18 (H): 0.070, atom 19 (H): 0.027, atom 20 (H): -0.005, atom 21 (H): 0.009, atom 22 (H): 0.050, atom 23 (H): 0.025, atom 24 (H): 0.023, atom 25 (H): 0.010, atom 26 (H): 0.137, atom 27 (H): 0.065, atom 28 (H): 0.047, atom 29 (H): 0.141, atom 30 (H): 0.113, atom 31 (H): 0.017, atom 32 (H): 0.110

Entry 2:
Below is a 4-piece molecular cluster, C27H52Cl2N3O12P4 overall at a distorted geometry, with properties calculated with the ωB97M-V functional and the def2-TZVPD basis.

Calculated values
- Net charge: +1
- Gap between HOMO and LUMO: 7.26 eV
- Spin multiplicity: 1

Geometry as XYZ:
```
100
C27H52Cl2N3O12P4 the ωB97M-V functional and the def2-TZVPD basis
C 2.19696 -0.24384 1.04423
C 2.47183 0.17291 -0.42834
P 1.87589 -1.03518 -1.67642
C 2.90949 -1.07387 -3.20318
C 4.07874 -2.07836 -3.24310
N 1.68467 -2.65461 -0.97179
C 2.68722 -3.46156 -0.48844
C 2.17766 -4.63190 -0.02365
C 2.85080 -5.77208 0.59631
Cl 2.09797 -7.34593 0.35616
C 3.97704 -5.74811 1.31233
C 4.66524 -6.93933 1.90535
Cl 4.77394 -4.23946 1.64825
N 0.80709 -4.47565 -0.26176
N -0.22464 -5.38890 0.02476
C 0.50991 -3.30032 -0.82124
C -0.93197 -2.96975 -1.09039
C -1.24981 -1.67184 -1.78974
C -1.27024 -0.51458 -1.01180
C -1.52320 0.73524 -1.53824
C -1.75187 0.82717 -2.90860
C -1.76033 -0.31033 -3.69648
C -1.50373 -1.56524 -3.14945
C -1.47969 -2.78736 -4.05301
H 1.89021 -1.28718 1.13678
H 1.49307 0.42760 1.52748
H 3.13794 -0.14677 1.58696
H 1.87741 1.07238 -0.59575
H 3.51111 0.46853 -0.57517
H 2.23016 -1.32179 -4.01883
H 3.27260 -0.05372 -3.34159
H 4.95567 -1.68920 -2.72346
H 4.39502 -2.16873 -4.28760
H 3.81196 -3.08450 -2.92379
H 3.72556 -3.19061 -0.45230
H 4.46030 -7.84716 1.34642
H 5.74005 -6.76336 1.83983
H 4.41289 -7.03760 2.96213
H 0.07481 -5.97435 0.79466
H -0.29830 -6.00038 -0.78471
H -1.46238 -3.00034 -0.13498
H -1.35355 -3.79088 -1.67475
H -1.09099 -0.58375 0.05932
H -1.52634 1.62349 -0.92086
H -1.93080 1.79340 -3.36500
H -1.94736 -0.20882 -4.75898
H -0.52672 -3.31576 -4.00553
H -1.62455 -2.42526 -5.07193
H -2.33457 -3.43427 -3.84406
C 5.25152 5.48008 0.45739
O 4.09669 4.99626 -0.26125
P 2.78195 4.53236 0.64573
O 3.02521 3.07848 0.81105
O 1.76805 4.87513 -0.58711
C 1.93887 6.03487 -1.43178
O 1.58757 4.71565 1.76853
C 1.14067 6.02719 2.15042
H 6.02292 5.71738 -0.27005
H 5.00679 6.38583 1.01323
H 5.62272 4.71475 1.14154
H 2.44748 5.71581 -2.34083
H 2.51841 6.81776 -0.94557
H 0.96258 6.43781 -1.69489
H 0.51097 6.44127 1.36007
H 1.98219 6.69296 2.34248
H 0.55359 5.93797 3.05996
C -4.54582 9.93075 -1.84480
O -3.39646 9.06166 -1.84779
P -3.36692 7.82801 -0.70408
O -2.56908 8.59956 0.29284
O -2.40362 6.89589 -1.64291
C -2.74872 6.68726 -3.01946
O -3.70433 6.57876 0.35035
C -4.68283 5.59649 -0.04578
H -4.40026 10.67999 -2.61829
H -5.45434 9.37058 -2.06966
H -4.64490 10.42498 -0.87657
H -2.18820 7.38104 -3.64500
H -3.81475 6.82478 -3.20203
H -2.47656 5.66747 -3.28885
H -4.25720 4.91618 -0.78824
H -5.57910 6.06731 -0.45176
H -4.96299 5.02599 0.83613
C -3.74405 -7.86563 4.76895
O -3.89661 -6.44431 4.96178
P -2.53577 -5.59062 5.38463
O -2.59180 -5.58002 6.85643
O -3.11033 -4.21876 4.71359
C -3.80318 -4.25264 3.46181
O -0.95492 -5.15691 5.13023
C -0.42192 -5.27768 3.80559
H -4.71931 -8.27610 4.52266
H -3.06058 -8.07130 3.94311
H -3.37426 -8.33580 5.68170
H -4.87776 -4.25570 3.63898
H -3.53721 -5.12796 2.86741
H -3.53924 -3.35530 2.90244
H -0.79480 -4.46765 3.17047
H -0.68536 -6.24231 3.36280
H 0.66282 -5.20768 3.86837
```

Results of the Löwdin charge analysis, in e, for atoms 1 through 99: atom 1 (C): -0.127, atom 2 (C): -0.378, atom 3 (P): 1.076, atom 4 (C): -0.375, atom 5 (C): -0.151, atom 6 (N): -0.123, atom 7 (C): -0.071, atom 8 (C): -0.188, atom 9 (C): -0.581, atom 10 (Cl): 0.745, atom 11 (C): -0.690, atom 12 (C): -0.116, atom 13 (Cl): 0.763, atom 14 (N): -0.040, atom 15 (N): 0.122, atom 16 (C): -0.174, atom 17 (C): -0.045, atom 18 (C): -0.246, atom 19 (C): -0.089, atom 20 (C): -0.074, atom 21 (C): -0.069, atom 22 (C): -0.039, atom 23 (C): -0.239, atom 24 (C): -0.035, atom 25 (H): 0.041, atom 26 (H): 0.073, atom 27 (H): 0.074, atom 28 (H): 0.059, atom 29 (H): 0.075, atom 30 (H): 0.062, atom 31 (H): 0.086, atom 32 (H): 0.074, atom 33 (H): 0.073, atom 34 (H): 0.050, atom 35 (H): 0.097, atom 36 (H): 0.058, atom 37 (H): 0.079, atom 38 (H): 0.101, atom 39 (H): 0.046, atom 40 (H): 0.110, atom 41 (H): 0.135, atom 42 (H): 0.117, atom 43 (H): 0.118, atom 44 (H): 0.109, atom 45 (H): 0.104, atom 46 (H): 0.113, atom 47 (H): 0.078, atom 48 (H): 0.077, atom 49 (H): 0.088, atom 50 (C): -0.098, atom 51 (O): -0.248, atom 52 (P): 0.548, atom 53 (O): -0.258, atom 54 (O): -0.251, atom 55 (C): -0.095, atom 56 (O): -0.229, atom 57 (C): -0.091, atom 58 (H): 0.089, atom 59 (H): 0.083, atom 60 (H): 0.087, atom 61 (H): 0.086, atom 62 (H): 0.082, atom 63 (H): 0.083, atom 64 (H): 0.089, atom 65 (H): 0.083, atom 66 (H): 0.090, atom 67 (C): -0.108, atom 68 (O): -0.251, atom 69 (P): 0.589, atom 70 (O): -0.260, atom 71 (O): -0.252, atom 72 (C): -0.117, atom 73 (O): -0.238, atom 74 (C): -0.114, atom 75 (H): 0.088, atom 76 (H): 0.079, atom 77 (H): 0.087, atom 78 (H): 0.088, atom 79 (H): 0.080, atom 80 (H): 0.081, atom 81 (H): 0.080, atom 82 (H): 0.080, atom 83 (H): 0.086, atom 84 (C): -0.098, atom 85 (O): -0.242, atom 86 (P): 0.527, atom 87 (O): -0.226, atom 88 (O): -0.237, atom 89 (C): -0.121, atom 90 (O): -0.217, atom 91 (C): -0.129, atom 92 (H): 0.090, atom 93 (H): 0.076, atom 94 (H): 0.091, atom 95 (H): 0.091, atom 96 (H): 0.075, atom 97 (H): 0.083, atom 98 (H): 0.078, atom 99 (H): 0.075

Entry 3:
Below is one molecule with the formula C4H10 at a distorted geometry, with properties calculated with the ωB97M-V functional and the def2-TZVPD basis.

Calculated values
- Net charge: 0
- Gap between HOMO and LUMO: 12.59 eV
- Spin multiplicity: 1
- Structure (SMILES): CCCC

Geometry as XYZ:
```
14
C4H10 the ωB97M-V functional and the def2-TZVPD basis
C -1.57658 -0.76977 -0.81605
C -0.47609 0.23951 -0.55667
C 0.35573 -0.11469 0.66927
C 1.70743 0.62063 0.71146
H -1.18024 -1.75156 -1.07292
H -2.20419 -0.50051 -1.67034
H -2.25054 -0.88628 0.03348
H -0.86329 1.25223 -0.46235
H 0.21341 0.24132 -1.41109
H -0.14087 0.04793 1.63298
H 0.59208 -1.18902 0.62670
H 2.36861 0.20201 1.46715
H 1.58382 1.67180 1.00072
H 2.21700 0.50783 -0.24448
```

For reference, the Löwdin charges in units of e are: atom 1 (C): -0.128, atom 2 (C): -0.289, atom 3 (C): -0.288, atom 4 (C): -0.124, atom 5 (H): 0.069, atom 6 (H): 0.067, atom 7 (H): 0.071, atom 8 (H): 0.106, atom 9 (H): 0.105, atom 10 (H): 0.107, atom 11 (H): 0.105, atom 12 (H): 0.061, atom 13 (H): 0.072, atom 14 (H): 0.066

Entry 4:
Below is C2H5PS2 as an isolated structure, with properties calculated with the ωB97M-V functional and the def2-TZVPD basis.

Calculated values
- Net charge: 0
- Gap between HOMO and LUMO (spin up / spin down): 6.24 / 7.69 eV
- Spin multiplicity: 1

Geometry as XYZ:
```
10
C2H5PS2 the ωB97M-V functional and the def2-TZVPD basis
C -0.73948 -0.74029 0.50309
C -0.64044 0.61074 -0.15576
P 2.37075 -0.78534 -0.35150
S 0.78587 -1.79012 0.45529
S -1.71897 -1.96189 -0.37039
H -1.03114 -0.67106 1.55192
H -1.64810 1.01562 -0.26009
H -0.20550 0.52117 -1.15128
H -0.04803 1.29733 0.44828
H 3.00076 -2.00868 -0.60922
```

For reference, the Löwdin charges in units of e are: atom 1 (C): -1.148, atom 2 (C): -0.228, atom 3 (P): 0.435, atom 4 (S): 0.370, atom 5 (S): 0.534, atom 6 (H): 0.051, atom 7 (H): 0.076, atom 8 (H): 0.055, atom 9 (H): 0.072, atom 10 (H): -0.217